The following is a DFT calculation (the ωB97M-V functional and the def2-TZVPD basis) of C2H5Cl2P as an isolated structure.

Relative energy (zero: lowest compared OMol25 entry of this formula, charge and spin) (kcal/mol): 18.6
DFT total energy (Eh): -1340.9077
Gap between HOMO and LUMO (eV): 8.22
Molecular weight (g mol⁻¹): 130.94
F_max (Eh/bohr): 0.0523

Geometry as ORCA input:
```
! wB97M-V def2-TZVPD RIJCOSX def2/J DEFGRID3
* xyz 0 1
C 0.2003 -1.2930 0.5094
C -0.6200 1.2145 -0.4327
P 0.2588 0.4649 1.0123
Cl -2.3333 0.7184 -0.2424
Cl 2.7148 0.7188 -0.3148
H 1.1133 -1.7686 0.8677
H 0.1451 -1.3972 -0.5739
H -0.6494 -1.7941 0.9774
H -0.5776 2.3016 -0.4172
H -0.2520 0.8346 -1.3859
*
```

Atom charges from the natural (NBO) analysis, given in e for atoms 1 to 6: -1.02 -0.74 1.06 -0.04 -0.53 0.27



The following is a DFT calculation (the ωB97M-V functional and the def2-TZVPD basis) of a 6-piece molecular cluster, C22H61N5O6 overall.

Relative energy (zero: lowest compared OMol25 entry of this formula, charge and spin) (kcal/mol): 62.6
DFT total energy (Eh): -1599.8127
Gap between HOMO and LUMO (eV): 9.21
Molecular weight (g mol⁻¹): 491.76
SMILES: COC[C@H](C)N.COC[C@H](C)N.COC[C@H](C)N.COC[C@H](C)N.COC[C@H](C)N.CCO
F_max (Eh/bohr): 0.0600

Geometry as ORCA input:
```
! wB97M-V def2-TZVPD RIJCOSX def2/J DEFGRID3
* xyz 0 1
C 4.7569 4.3161 2.6096
O 4.4542 4.2352 1.1906
C 3.0336 4.2225 1.1169
C 2.6959 3.9335 -0.3341
C 1.1859 4.2398 -0.6232
N 2.7990 2.5072 -0.5503
H 4.3025 5.2681 2.8841
H 5.7788 4.3894 2.9816
H 4.2934 3.4973 3.1599
H 2.5795 3.5825 1.8734
H 2.5646 5.1413 1.4689
H 3.2838 4.5012 -1.0554
H 0.9646 5.2684 -0.3382
H 0.5399 3.5330 -0.1026
H 0.9606 4.1781 -1.6879
H 1.9876 2.1500 -0.0665
H 3.6745 2.2667 -0.1078
C -0.5562 -4.0045 4.8438
O -1.4182 -3.8721 3.6321
C -0.7575 -3.3110 2.4871
C -1.1644 -4.0713 1.1396
C -0.7788 -5.5713 1.0602
N -0.5341 -3.3848 0.1058
H -1.1758 -4.1961 5.7198
H 0.0665 -3.1519 5.1147
H 0.0458 -4.8898 4.6395
H -1.2658 -2.3468 2.4844
H 0.2999 -3.1329 2.6828
H -2.2490 -4.0710 1.0309
H -1.1299 -5.9587 0.1038
H -1.3101 -6.1202 1.8377
H 0.2783 -5.8367 1.0744
H -0.7002 -2.3962 0.2284
H 0.4475 -3.6215 0.0833
C -6.6312 -1.8926 1.6557
O -7.0179 -1.1190 0.4704
C -6.1012 -0.5980 -0.4787
C -6.6976 -0.6893 -1.8771
C -5.8073 0.0172 -2.8915
N -7.9911 0.0444 -1.8180
H -7.5283 -1.7741 2.2634
H -5.8306 -1.3961 2.2039
H -6.4543 -2.9555 1.4910
H -5.8542 0.4566 -0.3570
H -5.1460 -1.1182 -0.4068
H -6.8702 -1.7359 -2.1280
H -4.7571 -0.1915 -2.6875
H -5.9105 1.1021 -2.9134
H -6.1014 -0.4013 -3.8540
H -7.8235 1.0396 -1.7788
H -8.2908 -0.1104 -0.8660
C 3.1126 -0.5440 -1.7776
O 4.2701 -0.1341 -2.4768
C 5.3609 0.0530 -1.6012
C 6.1309 -1.2718 -1.4846
C 7.4098 -1.2108 -0.5357
N 6.6403 -1.7294 -2.7533
H 2.5695 -1.1314 -2.5180
H 2.5052 0.3017 -1.4553
H 3.3163 -1.1667 -0.9064
H 5.9993 0.8420 -1.9988
H 5.1548 0.3695 -0.5787
H 5.3246 -1.9045 -1.1136
H 8.0958 -0.4793 -0.9629
H 8.0714 -2.0751 -0.5926
H 7.2604 -0.9309 0.5071
H 5.9479 -1.3993 -3.4103
H 7.5501 -1.3455 -2.9653
C 1.7548 0.3361 2.0467
O 0.9427 1.4392 1.6225
C -0.4477 1.3876 1.9822
C -1.3480 1.4291 0.7070
C -2.9048 1.2701 0.9007
N -0.9228 0.3472 -0.1554
H 1.4260 -0.4996 1.4289
H 1.5718 0.0644 3.0863
H 2.8071 0.5091 1.8210
H -0.5610 0.4991 2.6033
H -0.6931 2.2603 2.5874
H -1.2072 2.3728 0.1799
H -3.1267 0.2738 1.2831
H -3.5863 1.4006 0.0601
H -3.2201 1.8814 1.7463
H -0.0102 0.6537 -0.4607
H -1.5459 0.3822 -0.9495
C -0.3611 1.8317 -3.3910
C -1.8772 1.3826 -3.4469
O -1.9408 0.0532 -2.8527
H -0.2348 2.1048 -2.3434
H -0.0093 2.6903 -3.9631
H 0.2262 0.9434 -3.6238
H -2.2218 1.3121 -4.4786
H -2.5651 2.0553 -2.9347
H -1.8053 -0.5959 -3.5469
*
```

Atom charges from the Löwdin analysis, given in e for atoms 1 to 6: -0.09 -0.17 -0.24 -0.38 -0.04 0.05